The following is a quantum chemistry calculation of a cluster of 7 separate species, C52H112F18N3O8P4S4 in total, from OMol25.

## Properties
- E_tot: -7570.289819 Eh
- Charge: +1
- HOMO energy: -0.40331 Eh
- Molecular weight: 1501.61 u
- HOMO-LUMO gap: 0.34884 hartree

The geometry in XYZ format:
```
201
Properties=species:S:1:pos:R:3:forces:R:3
N 16.9059 19.9870 20.0238 -0.535 -0.921 -0.172
H 15.9833 19.6049 19.8725 -0.169 -0.555 -0.041
H 17.5030 19.7077 19.2586 0.129 -0.030 -0.799
H 17.3379 19.6423 20.8692 0.043 -0.528 0.749
H 16.7801 20.9864 20.0986 0.237 1.146 -0.359
C 22.4307 18.3116 18.0975 1.063 -0.723 1.504
C 22.5761 16.7746 18.6032 0.223 1.654 -2.180
C 21.2138 16.0811 18.6375 0.440 -0.493 0.540
C 21.3320 14.5245 18.8126 -0.581 1.385 -1.039
P 19.6987 13.6554 18.6956 2.062 -0.645 2.143
C 20.1350 11.8778 19.1308 -0.597 1.762 0.074
C 20.7702 11.6621 20.5218 0.904 -0.443 -0.508
C 20.3281 10.3109 21.0296 -0.402 0.364 0.262
C 18.8578 10.3217 21.4567 0.295 -0.643 -0.323
C 18.7105 14.4745 19.9483 -0.852 -0.263 0.283
C 17.3753 13.7470 20.2559 -0.635 -0.432 -0.721
C 16.5729 14.3425 21.3696 0.368 0.447 1.392
C 15.9847 15.6893 21.1825 -0.320 1.155 -0.381
C 18.9288 13.7385 17.1021 -0.186 -0.121 0.464
C 19.4764 12.7852 16.0893 1.985 -0.341 -1.748
C 19.1517 13.3017 14.6546 0.468 -0.348 -0.256
C 20.0277 12.7688 13.4042 -1.555 -0.687 1.418
H 23.3634 18.6346 17.6350 -0.025 -0.371 -0.503
H 22.4105 19.0028 18.9400 -0.524 -0.140 -0.058
H 21.5882 18.5045 17.4334 0.058 -0.279 0.092
H 23.2248 16.6474 19.4698 -0.576 0.326 0.515
H 23.2262 16.3851 17.8197 -0.267 -0.661 -0.282
H 20.6531 16.3290 17.7362 -0.011 0.102 -0.023
H 20.6998 16.5104 19.4975 -0.399 -0.229 -0.088
H 21.8558 14.4062 19.7612 -0.356 -0.753 0.100
H 21.9528 14.1441 18.0014 0.188 -0.169 0.025
H 20.8403 11.5088 18.3862 -0.194 0.154 -0.244
H 19.1859 11.3608 18.9898 0.030 -0.326 0.216
H 20.7009 12.4455 21.2765 -0.653 0.176 -0.167
H 21.8446 11.5469 20.3789 0.188 0.369 -0.237
H 20.9595 10.0051 21.8638 -0.025 0.056 0.079
H 20.5255 9.6078 20.2204 -0.185 -0.316 0.068
H 18.5679 11.2772 21.8938 0.169 -0.188 0.502
H 18.7493 9.4665 22.1238 -0.575 0.311 0.232
H 18.1691 10.1815 20.6236 0.052 -0.164 -0.134
H 18.4933 15.5053 19.6681 -0.235 0.008 -0.863
H 19.3568 14.7572 20.7792 0.055 -0.858 0.554
H 17.4122 12.6890 20.5152 0.930 -0.155 -0.118
H 16.7512 13.7422 19.3622 0.071 0.208 -0.441
H 17.3100 14.4155 22.1692 -0.354 -0.119 0.704
H 15.6928 13.7928 21.7033 0.531 -1.091 -0.138
H 16.7582 16.4494 21.0728 -0.195 0.211 -0.254
H 15.3583 15.9573 22.0333 0.266 0.061 0.188
H 15.2959 15.6807 20.3378 0.187 0.221 -0.384
H 19.0902 14.7959 16.8929 -0.461 0.158 -0.650
H 17.8714 13.4864 17.1836 -0.199 0.673 0.392
H 19.1666 11.7564 16.2722 -0.433 0.045 -0.072
H 20.5628 12.7042 16.1270 0.363 0.226 0.298
H 19.2115 14.3842 14.7676 0.039 0.083 -0.513
H 18.0926 13.0529 14.5875 -0.100 0.169 -0.896
H 19.7872 11.7116 13.2916 0.263 -0.332 0.307
H 21.1087 12.8448 13.5210 -0.143 0.309 0.162
H 19.7135 13.1137 12.4190 0.000 0.828 0.329
C 12.4235 27.2143 23.5879 0.688 0.079 -0.457
C 13.4045 27.4714 24.7209 -0.032 -0.725 0.279
C 14.0384 26.1280 25.2581 -0.744 -0.211 0.300
C 14.9392 26.3706 26.4514 1.881 0.486 0.658
P 16.2664 25.2079 27.0548 -1.739 -0.982 -0.169
C 15.4862 23.8395 28.0050 -0.649 1.100 0.069
C 14.1512 23.1918 27.5134 0.812 -0.817 0.046
C 14.4007 21.7633 27.0289 -1.816 -0.710 -1.767
C 12.9863 21.0565 26.7721 1.633 1.072 1.137
C 17.0823 24.5421 25.5904 0.476 -0.218 -0.220
C 18.3348 23.5922 25.7276 -0.668 -0.261 -0.571
C 18.8355 23.1499 24.3135 1.155 0.679 0.127
C 19.5698 24.2745 23.5455 -1.266 -0.610 -0.076
C 17.4609 25.9789 28.1846 1.166 1.152 -0.521
C 17.1114 27.0901 29.2095 -0.954 -0.189 -0.077
C 16.3345 26.5921 30.4184 1.162 -1.179 -0.430
C 16.3421 27.5870 31.5518 -1.248 -0.323 -0.718
H 11.6899 26.4669 23.8901 -0.178 0.210 0.052
H 12.9101 26.8324 22.6904 0.025 0.040 -0.085
H 11.9553 28.1706 23.3548 -0.288 -0.247 -0.210
H 12.7983 28.0816 25.3904 0.047 -0.792 1.186
H 14.1700 28.2219 24.5237 0.447 -0.391 -0.735
H 14.6141 25.5767 24.5147 0.153 0.621 -0.586
H 13.3028 25.3614 25.5016 -0.584 0.421 0.099
H 14.4806 26.6981 27.3844 -0.456 0.145 -0.143
H 15.5499 27.1964 26.0865 0.302 0.480 0.439
H 15.2766 24.2949 28.9730 0.280 0.024 0.195
H 16.3350 23.1693 28.1409 -0.306 -0.518 0.103
H 13.6217 23.7789 26.7630 0.543 -0.029 -0.517
H 13.3459 23.1353 28.2458 0.569 0.199 0.873
H 14.9739 21.0614 27.6346 0.034 0.586 0.702
H 14.9626 21.7945 26.0954 -0.030 0.100 -0.162
H 13.1353 20.0212 26.4655 -0.343 0.227 -0.256
H 12.3316 21.6720 26.1552 0.191 -0.341 -0.475
H 12.5318 21.0935 27.7622 -0.283 -0.469 0.059
H 17.2519 25.4127 24.9568 0.825 0.386 0.166
H 16.2976 24.1290 24.9566 -0.290 -0.798 0.366
H 18.1169 22.6683 26.2633 -0.674 -0.007 0.101
H 19.0666 24.0560 26.3890 0.422 0.310 -0.512
H 18.0071 22.7441 23.7327 -0.317 0.354 -0.005
H 19.5359 22.3147 24.3132 -0.062 -0.074 0.783
H 18.8826 25.1204 23.5632 0.540 0.521 -0.208
H 19.6727 23.9676 22.5047 0.085 0.151 0.016
H 20.5612 24.4946 23.9415 -0.223 0.138 0.187
H 18.1953 26.4155 27.5077 -0.054 0.359 -0.501
H 18.1185 25.2104 28.5906 -0.527 -0.492 0.458
H 16.5546 27.8926 28.7257 -0.237 -0.037 -0.283
H 17.9699 27.6344 29.6031 0.584 -0.534 -0.376
H 16.8358 25.6862 30.7593 0.291 -0.210 0.113
H 15.3676 26.1920 30.1135 -0.471 0.560 0.199
H 15.7159 28.3996 31.1834 0.090 0.468 0.607
H 17.3492 27.9381 31.7767 -0.157 -0.104 0.172
H 15.8469 27.0758 32.3774 0.227 0.567 0.393
C 16.5627 21.8426 15.5073 0.375 0.162 -0.544
C 15.3143 21.7779 16.3985 0.911 0.334 0.271
C 14.2555 20.7752 15.9997 -0.414 -1.131 -1.185
C 12.8999 20.9523 16.6499 -1.121 0.243 0.766
P 11.5319 19.7541 16.4424 1.924 -0.789 1.662
C 11.4151 19.1291 14.7851 -0.265 1.284 -0.282
C 11.2778 20.3173 13.7240 0.901 -1.044 1.190
C 11.3177 19.7243 12.3338 -1.064 0.432 -0.455
C 12.5994 19.1805 11.7844 0.864 -0.805 0.052
C 11.9633 18.2806 17.5318 -0.052 1.397 -0.521
C 11.9069 18.4174 19.0407 0.487 -0.775 1.247
C 12.6321 17.1978 19.7883 -1.118 0.731 -1.183
C 12.3318 17.2069 21.2823 -0.177 0.485 -0.725
C 9.9479 20.3921 16.9986 -0.655 -0.015 0.915
C 9.9904 21.1159 18.3690 0.577 1.177 -0.196
C 8.7155 21.1435 19.2317 -0.591 0.219 0.093
C 8.7022 22.3478 20.2460 0.116 -1.398 -0.743
H 17.3980 22.3966 15.9354 -0.227 -0.170 0.738
H 16.4208 22.4533 14.6157 -0.587 -0.247 -0.350
H 16.9769 20.8820 15.2010 -0.315 -0.082 0.063
H 14.9876 22.8061 16.5537 -0.422 -0.142 -0.010
H 15.5991 21.3982 17.3797 0.306 0.413 0.153
H 14.7089 19.8161 16.2501 -0.369 -0.228 -0.059
H 14.0061 20.7063 14.9409 0.631 0.302 -0.458
H 12.4278 21.8764 16.3165 0.188 0.447 0.116
H 12.9969 21.0060 17.7343 -0.018 0.297 0.198
H 10.5199 18.5103 14.8476 -0.090 -0.212 -0.566
H 12.2903 18.4927 14.6548 0.022 0.028 -0.319
H 12.0909 21.0296 13.8641 0.255 -0.080 0.065
H 10.3849 20.8878 13.9798 -0.302 -0.213 -0.425
H 11.0362 20.4532 11.5738 -0.517 0.304 0.283
H 10.5487 18.9518 12.3365 -0.081 -0.154 -0.348
H 13.0241 18.3409 12.3348 -0.034 -0.032 0.256
H 13.3950 19.9194 11.6895 -0.118 0.173 0.025
H 12.3887 18.7809 10.7925 0.105 0.102 -0.090
H 13.0108 18.0904 17.2978 -0.039 -0.502 -0.607
H 11.2457 17.5249 17.2124 0.442 -0.461 -0.110
H 10.8606 18.5158 19.3300 -0.086 -0.324 0.364
H 12.3949 19.2920 19.4708 0.145 0.361 -0.481
H 13.6936 17.1811 19.5412 0.151 0.504 0.173
H 12.2831 16.2759 19.3230 -0.292 -0.214 0.119
H 12.4770 18.2025 21.7015 0.638 -0.011 0.141
H 12.9470 16.4546 21.7760 -0.358 0.146 0.318
H 11.2558 17.0856 21.4071 0.006 -0.674 0.221
H 9.3183 19.5141 17.1429 -0.060 -0.336 -0.332
H 9.4591 21.0182 16.2521 0.103 -0.033 -0.105
H 10.2236 22.1520 18.1237 -0.084 0.276 0.003
H 10.8899 20.8452 18.9219 -0.252 -0.390 0.309
H 8.5212 20.1969 19.7359 0.448 -0.130 0.291
H 7.8368 21.2013 18.5894 -0.007 0.362 -0.340
H 7.7878 22.4432 20.8316 -0.174 -0.269 -0.281
H 8.8235 23.2621 19.6651 0.369 0.102 0.368
H 9.4873 22.1317 20.9705 0.287 0.636 -0.088
C 14.3128 22.8952 21.7179 -0.914 -0.103 -1.173
F 15.1837 23.2535 22.6547 -0.667 -0.253 0.375
F 13.8723 21.6122 21.8873 1.176 1.483 -0.078
F 13.1926 23.6683 21.7146 1.137 -0.489 0.673
S 15.0707 23.2745 20.0170 -1.637 -1.684 -2.660
O 14.2704 22.4365 19.1088 0.695 0.480 1.791
O 14.8967 24.6959 19.7675 0.650 -1.581 1.366
N 16.6602 22.5886 20.0220 -2.793 2.411 0.176
S 17.3968 23.7229 19.1714 2.936 2.607 -0.925
O 16.9481 23.9470 17.8103 0.350 -1.052 1.125
O 17.6057 24.9127 19.9521 0.121 -0.079 0.264
C 19.1962 23.0882 19.0675 0.093 0.702 -0.606
F 19.7069 22.8197 20.3164 -0.613 0.152 -2.023
F 19.2126 22.0160 18.2543 0.465 0.207 0.993
F 19.9724 24.0671 18.4597 -1.330 -1.621 1.339
C 17.2956 19.6579 24.8041 0.579 -2.966 -0.582
F 17.2945 19.0035 25.9646 -0.606 0.006 0.194
F 16.2324 20.4243 24.7188 0.072 0.757 0.017
F 18.4320 20.2870 24.7517 0.382 1.294 -0.318
S 17.1806 18.3080 23.3897 -2.258 -0.594 1.600
O 17.4762 17.0079 24.0012 0.727 2.273 -1.203
O 15.7884 18.4273 23.0197 0.689 0.706 -0.856
N 18.1905 18.9427 22.1651 -5.261 0.842 2.525
S 19.4579 18.1956 22.3440 7.837 -3.641 -0.527
O 20.1857 18.3702 23.6296 -1.517 0.082 -2.649
O 19.4108 16.8244 21.8192 0.100 1.051 0.512
C 20.5225 19.0599 20.9330 -2.646 0.148 0.585
F 20.5397 20.3760 21.1872 -0.150 -0.191 -0.688
F 21.7150 18.6017 21.0636 1.450 -0.723 -0.287
F 20.0403 18.8259 19.6238 0.562 0.597 2.564
P 17.0196 17.6892 16.8677 -0.019 0.796 -0.147
F 15.5895 18.1671 17.5284 -1.037 0.361 -1.458
F 17.6772 19.0006 17.6536 0.340 -0.288 -0.753
F 17.0789 16.9039 18.2844 1.938 -1.145 -0.158
F 18.5113 17.3288 16.2832 -0.876 -0.243 1.123
F 16.4336 16.3345 16.1607 -0.011 1.222 0.369
F 16.7638 18.6171 15.5375 -0.221 -1.034 1.081
```
Positions in Å, forces in eV/Å.